[1]
Density functional theory data (ωB97M-V/def2-TZVPD) for a 7-piece molecular cluster, C5H27N2O6 overall at a distorted geometry.

Computed properties:
energy = -767.36324 Eh
gap between HOMO and LUMO = 9.38 eV
LUMO = -2.416 eV
net charge = +1
energy relative to the best compared isomer or geometry (same formula, charge and spin) = 66.9 kcal per mole

Element x y z (Å)
1 C -1.796 -1.306 2.076
2 C -2.367 -0.028 1.465
3 C -1.540 0.581 0.302
4 C -1.696 -0.282 -0.885
5 C -0.814 0.049 -2.062
6 N 0.650 -0.128 -1.629
7 N -0.840 -1.158 3.131
8 H -2.563 -2.063 2.504
9 H -1.205 -1.819 1.256
10 H -3.394 -0.188 0.952
11 H -2.485 0.549 2.410
12 H -0.486 0.694 0.708
13 H -1.865 1.612 -0.005
14 H -1.397 -1.229 -0.422
15 H -2.678 -0.422 -1.255
16 H -0.958 -0.342 -3.062
17 H -0.833 1.168 -2.120
18 H 0.943 -0.841 -0.932
19 H 1.084 -0.412 -2.471
20 H 1.161 0.855 -1.386
21 H -0.933 -1.734 3.982
22 H -0.932 -0.230 3.421
23 H 1.414 -3.040 0.524
24 H 0.610 -3.948 -0.400
25 O 0.738 -2.988 -0.203
26 H -2.438 3.498 -2.608
27 H -1.280 2.945 -1.778
28 O -2.167 2.777 -2.137
29 H 3.560 2.358 -1.226
30 H 3.011 1.488 -0.166
31 O 2.999 1.711 -1.068
32 H 2.855 -3.434 2.348
33 H 1.523 -2.763 2.656
34 O 2.292 -2.749 2.013
35 H -0.395 4.938 -0.994
36 H -0.129 4.217 0.128
37 O -0.157 4.045 -0.893
38 H 3.357 -1.418 -0.561
39 H 2.528 -1.383 0.716
40 O 2.861 -0.814 0.024

***

[2]
Density functional theory data (ωB97M-V/def2-TZVPD) for C23H21NO in the gas phase at a distorted geometry.

Computed properties:
energy = -1018.82604 Eh
gap between HOMO and LUMO = 8.54 eV
LUMO = 0.591 eV
SMILES = C(#Cc1ccc2occc2c1)CCN1CC=C(c2ccccc2)CC1
energy relative to the best compared isomer or geometry (same formula, charge and spin) = 108.8 kcal per mole

Element x y z (Å)
1 C -0.372 0.641 -2.794
2 C -0.776 1.493 -3.537
3 C -1.417 2.541 -4.226
4 C -2.079 2.242 -5.397
5 C -2.830 3.303 -6.054
6 C -2.916 4.556 -5.418
7 O -3.533 5.695 -5.859
8 C -3.163 6.710 -5.024
9 C -2.333 6.167 -4.013
10 C -2.158 4.850 -4.379
11 C -1.474 3.847 -3.617
12 C 0.046 -0.366 -1.773
13 C 0.590 0.377 -0.487
14 N 0.739 -0.505 0.610
15 C 0.631 0.083 1.935
16 C 0.982 -0.899 3.098
17 C 1.218 -2.328 2.909
18 C 1.449 -3.278 4.043
19 C 1.798 -2.812 5.305
20 C 1.848 -3.645 6.465
21 C 1.882 -5.064 6.286
22 C 1.596 -5.543 5.021
23 C 1.282 -4.699 3.924
24 C 1.175 -2.856 1.509
25 C 1.600 -1.727 0.522
26 H -2.156 1.278 -5.617
27 H -3.314 3.171 -6.938
28 H -3.512 7.725 -4.975
29 H -1.979 6.721 -3.177
30 H -0.907 4.179 -2.727
31 H -0.815 -1.081 -1.585
32 H 0.665 -0.931 -2.426
33 H -0.177 1.164 -0.276
34 H 1.577 0.905 -0.624
35 H -0.394 0.451 2.089
36 H 1.163 0.986 1.995
37 H 1.175 -0.412 4.021
38 H 1.840 -1.737 5.473
39 H 1.911 -3.256 7.473
40 H 2.105 -5.643 7.246
41 H 1.590 -6.621 4.929
42 H 1.116 -5.210 3.013
43 H 0.177 -3.087 1.259
44 H 1.777 -3.748 1.345
45 H 1.756 -2.110 -0.413
46 H 2.617 -1.528 0.864

***

[3]
Density functional theory data (ωB97M-V/def2-TZVPD) for C26H53N6O6PS as an isolated structure at a distorted geometry.

Computed properties:
energy = -2541.78311 Eh
gap between HOMO and LUMO = 7.12 eV
LUMO = -0.884 eV

Element x y z (Å)
1 C 4.393 4.432 4.468
2 C 5.158 5.040 3.226
3 C 4.433 4.856 1.826
4 C 3.365 3.696 1.767
5 C 4.067 2.269 1.574
6 C 3.067 1.052 1.882
7 C 2.810 1.051 3.447
8 C 1.449 1.443 4.075
9 P -0.058 1.899 3.049
10 N 0.344 2.898 1.668
11 O -0.538 0.389 2.353
12 C 1.364 1.446 5.539
13 C 0.118 1.846 6.411
14 O -1.150 1.435 5.883
15 C -1.905 2.663 5.666
16 C 2.594 1.027 6.325
17 N 2.719 0.952 7.704
18 S 4.260 0.475 8.125
19 N 4.967 0.290 6.604
20 C 3.945 0.617 5.755
21 C 3.977 0.648 4.249
22 N 5.227 0.247 3.617
23 H 4.102 3.355 4.367
24 H 3.477 5.071 4.671
25 H 5.041 4.563 5.391
26 H 6.235 4.693 3.230
27 H 5.217 6.160 3.409
28 H 4.009 5.825 1.422
29 H 5.245 4.572 1.082
30 H 2.778 3.855 0.808
31 H 2.606 3.704 2.591
32 H 5.014 2.208 2.169
33 H 4.266 2.199 0.458
34 H 3.573 0.081 1.597
35 H 2.103 1.124 1.315
36 H 0.088 2.417 0.794
37 H -0.267 3.722 1.745
38 H -0.113 0.353 1.468
39 H 0.193 2.945 6.646
40 H 0.245 1.305 7.401
41 H -2.892 2.463 5.176
42 H -2.065 3.197 6.655
43 H -1.246 3.348 5.051
44 H 5.078 -0.586 3.041
45 H 5.880 -0.002 4.367
46 C -2.793 1.028 0.754
47 O -2.009 0.619 -0.360
48 C -2.196 -0.751 -0.719
49 C -2.942 -0.873 -2.042
50 N -4.340 -0.471 -1.903
51 C -5.037 -0.310 -3.181
52 C -4.522 0.768 -4.143
53 O -4.713 2.099 -3.679
54 C -3.707 2.568 -2.796
55 H -2.443 2.012 1.064
56 H -3.848 1.109 0.477
57 H -2.676 0.339 1.590
58 H -2.692 -1.317 0.076
59 H -1.197 -1.181 -0.845
60 H -2.899 -1.909 -2.385
61 H -2.418 -0.247 -2.773
62 H -4.386 0.409 -1.405
63 H -6.078 -0.074 -2.940
64 H -5.043 -1.275 -3.700
65 H -5.117 0.689 -5.058
66 H -3.483 0.605 -4.447
67 H -2.724 2.149 -3.022
68 H -3.986 2.363 -1.759
69 H -3.650 3.654 -2.904
70 C 1.425 -5.822 -4.490
71 O 0.777 -5.755 -5.750
72 C -0.203 -6.772 -5.944
73 C -1.610 -6.187 -5.932
74 N -1.990 -5.743 -4.593
75 C -3.209 -4.934 -4.559
76 C -3.197 -3.596 -5.310
77 O -2.332 -2.619 -4.742
78 C -0.975 -2.727 -5.143
79 H 2.273 -5.137 -4.514
80 H 0.754 -5.508 -3.686
81 H 1.799 -6.830 -4.291
82 H -0.100 -7.583 -5.216
83 H -0.016 -7.203 -6.933
84 H -2.319 -6.946 -6.274
85 H -1.624 -5.355 -6.647
86 H -1.236 -5.194 -4.198
87 H -3.415 -4.724 -3.505
88 H -4.042 -5.541 -4.930
89 H -4.205 -3.176 -5.229
90 H -3.007 -3.710 -6.381
91 H -0.869 -3.098 -6.165
92 H -0.422 -3.358 -4.443
93 H -0.534 -1.729 -5.093

***

Q: gap between HOMO and LUMO of number 3 (C26H53N6O6PS)?
A: 7.12 eV

***

Q: What is the gap between HOMO and LUMO in the first record?
A: 9.38 eV

***

Q: The highest energy belongs to which entry?
A: C5H27N2O6

***

Repeat the second record exactly.
Density functional theory data (ωB97M-V/def2-TZVPD) for C23H21NO in the gas phase at a distorted geometry.

Computed properties:
energy = -1018.82604 Eh
gap between HOMO and LUMO = 8.54 eV
LUMO = 0.591 eV
SMILES = C(#Cc1ccc2occc2c1)CCN1CC=C(c2ccccc2)CC1
energy relative to the best compared isomer or geometry (same formula, charge and spin) = 108.8 kcal per mole

Element x y z (Å)
1 C -0.372 0.641 -2.794
2 C -0.776 1.493 -3.537
3 C -1.417 2.541 -4.226
4 C -2.079 2.242 -5.397
5 C -2.830 3.303 -6.054
6 C -2.916 4.556 -5.418
7 O -3.533 5.695 -5.859
8 C -3.163 6.710 -5.024
9 C -2.333 6.167 -4.013
10 C -2.158 4.850 -4.379
11 C -1.474 3.847 -3.617
12 C 0.046 -0.366 -1.773
13 C 0.590 0.377 -0.487
14 N 0.739 -0.505 0.610
15 C 0.631 0.083 1.935
16 C 0.982 -0.899 3.098
17 C 1.218 -2.328 2.909
18 C 1.449 -3.278 4.043
19 C 1.798 -2.812 5.305
20 C 1.848 -3.645 6.465
21 C 1.882 -5.064 6.286
22 C 1.596 -5.543 5.021
23 C 1.282 -4.699 3.924
24 C 1.175 -2.856 1.509
25 C 1.600 -1.727 0.522
26 H -2.156 1.278 -5.617
27 H -3.314 3.171 -6.938
28 H -3.512 7.725 -4.975
29 H -1.979 6.721 -3.177
30 H -0.907 4.179 -2.727
31 H -0.815 -1.081 -1.585
32 H 0.665 -0.931 -2.426
33 H -0.177 1.164 -0.276
34 H 1.577 0.905 -0.624
35 H -0.394 0.451 2.089
36 H 1.163 0.986 1.995
37 H 1.175 -0.412 4.021
38 H 1.840 -1.737 5.473
39 H 1.911 -3.256 7.473
40 H 2.105 -5.643 7.246
41 H 1.590 -6.621 4.929
42 H 1.116 -5.210 3.013
43 H 0.177 -3.087 1.259
44 H 1.777 -3.748 1.345
45 H 1.756 -2.110 -0.413
46 H 2.617 -1.528 0.864